A cluster of 10 separate species, C26H46Cl14O9 in total at a distorted geometry, computed with ωB97M-V/def2-TZVPD.

LUMO level	0.22	eV
relative energy (zero: lowest compared OMol25 entry of this formula, charge and spin)	0.000	eV
SMILES string	C[C@H]1COC(=O)O1.C[C@H]1COC(=O)O1.C[C@H]1COC(=O)O1.ClCCCl.ClCCCl.ClCCCl.ClCCCl.ClCCCl.ClCCCl.ClCCCl
net charge	0
HOMO-LUMO gap	10.493	eV

XYZ file:
```
95
C26H46Cl14O9 (ωB97M-V/def2-TZVPD)
H 11.667 20.143 13.304
C 14.438 12.013 7.631
Cl 12.902 14.682 10.744
O 9.767 13.336 9.594
C 9.373 12.279 9.398
C 11.259 12.067 5.946
O 9.044 11.395 10.356
O 11.417 13.388 6.034
Cl 12.612 17.966 11.432
Cl 5.677 21.164 9.418
H 14.502 11.119 8.273
H 10.572 9.520 7.590
H 14.044 20.741 6.959
H 14.892 11.786 6.690
H 7.200 13.688 14.302
H 9.471 15.009 8.262
C 12.927 12.344 7.485
C 13.846 16.923 14.775
H 5.492 19.388 11.795
Cl 14.888 14.542 14.200
H 10.768 16.848 7.122
O 10.775 21.318 6.466
Cl 12.864 21.765 12.062
C 10.483 21.971 13.470
H 12.582 12.417 8.528
H 12.073 21.107 8.864
C 13.516 15.416 14.954
C 6.369 19.255 11.135
H 13.668 18.551 8.740
H 11.745 19.322 8.743
H 11.837 16.433 13.064
C 11.891 20.540 6.841
Cl 10.672 12.687 14.055
Cl 9.088 21.102 14.196
H 14.935 12.786 8.197
O 10.434 11.548 5.269
H 8.124 9.507 10.183
Cl 8.768 16.860 9.410
Cl 7.635 18.564 12.210
H 9.706 15.981 5.923
C 8.234 13.795 14.516
C 8.780 10.367 8.253
H 9.258 9.791 6.282
H 10.704 14.757 11.497
H 10.560 17.228 12.105
H 13.243 21.607 5.595
H 6.151 18.587 10.339
Cl 13.733 17.112 6.862
O 10.144 20.590 8.412
Cl 16.319 18.968 7.736
C 8.943 15.894 7.920
H 7.695 10.380 8.095
H 10.744 20.732 11.827
O 12.167 11.386 6.667
C 13.173 21.340 6.652
H 13.060 22.238 7.279
H 12.309 14.460 7.530
C 11.530 16.726 12.078
C 14.131 17.586 8.554
H 9.901 9.610 10.071
C 9.543 9.443 7.309
O 8.604 21.504 7.060
H 7.188 21.262 11.328
H 13.955 17.251 13.686
H 13.768 16.799 9.170
Cl 9.002 18.189 6.299
H 11.968 19.580 6.301
Cl 8.493 15.336 13.633
H 10.150 22.761 12.847
H 14.776 17.126 15.279
Cl 12.540 18.014 15.366
H 7.955 15.638 7.555
C 11.360 21.011 12.696
H 12.630 15.185 14.387
H 8.628 12.595 12.882
C 8.958 12.640 13.908
H 9.251 8.437 7.484
C 11.388 15.488 11.097
H 16.097 16.757 8.512
C 12.586 13.710 6.785
C 9.722 16.657 6.841
C 8.928 10.087 9.774
H 11.066 15.781 10.107
C 6.920 20.533 10.541
C 9.744 21.175 7.295
H 13.375 14.009 6.122
C 11.542 20.308 8.347
H 10.979 22.415 14.329
H 8.536 14.020 15.554
H 8.588 11.779 14.477
H 7.835 20.363 9.964
O 9.326 11.735 8.188
C 15.637 17.702 8.776
H 15.841 17.979 9.794
H 13.433 15.135 15.990
```

---

A cluster of 6 separate species, C17H45O16S5 in total at a distorted geometry, computed with ωB97M-V/def2-TZVPD.

LUMO level	1.76	eV
relative energy (zero: lowest compared OMol25 entry of this formula, charge and spin)	0.000	eV
net charge	-1
HOMO-LUMO gap	6.144	eV

XYZ file:
```
83
C17H45O16S5 (ωB97M-V/def2-TZVPD)
H -1.451 7.308 1.148
H -4.009 1.654 5.734
C 5.959 0.684 -3.070
C -1.506 -1.035 -4.767
O 5.463 -3.926 -0.745
H -4.625 1.951 -1.883
O 3.442 -5.325 -0.925
H -5.672 1.028 5.636
C 2.384 -4.370 -4.165
C 4.725 0.257 -2.328
H -0.492 -2.104 3.675
H -5.304 0.274 -1.855
O 4.799 0.639 -0.936
O -3.813 0.091 -5.250
H -0.570 1.707 0.926
C -4.636 0.856 5.348
C -0.658 -2.174 -0.584
O 3.400 2.598 -1.520
C 2.608 0.912 0.319
C -3.236 0.366 -2.469
O 0.181 3.474 3.824
H -0.991 -1.151 -5.720
O 0.662 3.867 1.430
O 4.685 2.485 0.590
C 2.479 -3.490 -2.939
H 6.032 1.775 -3.063
S -0.214 3.418 2.465
H -2.133 -0.360 3.773
O 3.852 -3.448 -2.441
O 0.323 -2.092 -1.520
H -1.454 -1.147 1.116
O -4.915 -1.729 5.655
S 3.905 1.853 -0.411
H -0.648 -1.741 5.374
H 3.611 -2.784 0.964
C -0.652 1.781 2.001
H 2.683 -3.859 -5.081
C -0.999 6.327 1.275
H 2.248 0.279 -0.498
H 3.088 -5.198 -4.043
H -4.564 0.720 4.272
O -2.662 -0.778 5.715
H -0.573 -3.146 -0.032
C -1.713 5.543 2.361
S -2.470 0.453 -4.929
H 0.098 1.110 2.428
O -4.111 -0.365 7.564
S 4.065 -4.042 -1.002
C -4.622 0.966 -2.348
H -3.376 -0.716 -2.545
H 2.117 -3.228 0.013
H -2.779 5.776 2.383
H 2.979 0.343 1.164
O -1.780 1.418 -5.698
H -5.036 1.098 -3.351
H 0.341 -1.081 1.033
H 1.766 1.554 0.568
C -1.184 -2.143 4.511
C -0.585 -1.043 0.449
H -1.403 5.862 3.363
H 1.811 -3.844 -2.161
O -2.402 1.010 -3.437
H -3.298 -1.645 3.882
H 4.596 -0.828 -2.319
H 3.824 0.651 -2.799
S -4.157 -0.630 6.164
H 1.385 -4.788 -4.265
H -2.210 -1.854 -4.656
C 3.154 -2.900 -0.015
H 2.160 -2.465 -3.114
O -1.619 4.116 2.242
H -0.577 -0.112 -0.125
H -1.556 1.436 2.495
H 6.868 0.287 -2.622
H 3.169 -1.936 -0.519
H -2.664 0.501 -1.550
H -1.142 5.828 0.312
H -0.791 -0.968 -3.947
H 0.072 6.318 1.450
H 5.864 0.378 -4.113
H -1.681 -2.113 -1.035
H -1.462 -3.149 4.823
C -2.403 -1.247 4.352
```

---

A structure of composition C37H64Cl2N3O4P3STl at a distorted geometry, computed with ωB97M-V/def2-TZVPD.

LUMO level	-1.68	eV
net charge	+1
HOMO-LUMO gap	7.502	eV

XYZ file:
```
115
C37H64Cl2N3O4P3STl (ωB97M-V/def2-TZVPD)
C 0.923 2.023 4.714
H 0.359 1.875 -4.583
H 4.124 0.813 -1.947
H 0.437 -2.031 -2.367
C 3.123 -1.273 1.131
H -4.668 -0.629 -1.529
H 5.888 1.978 2.960
H 2.433 0.515 -5.337
H -4.466 -0.357 2.555
H 3.262 -2.095 -3.569
C 2.111 1.383 -3.366
H 6.352 4.178 4.159
C 1.059 2.351 -3.901
C 2.472 -0.103 -0.888
C 5.413 3.969 3.647
C 0.677 -1.566 -4.471
H 2.845 -2.507 -1.902
H -3.863 -1.083 -3.953
C -4.455 2.171 -2.036
C -2.609 3.448 -3.161
H -1.629 3.909 -3.020
C -2.067 -1.220 4.216
H -3.966 -2.845 -3.793
H -4.811 -0.305 0.826
H -4.134 -1.929 4.103
H 0.713 1.405 5.578
H -2.003 -3.101 -0.641
H 3.028 5.664 2.019
H -3.549 0.732 1.511
P -1.500 -1.078 2.437
C 4.855 5.247 3.045
N 3.672 4.929 2.253
O -2.140 1.620 -1.541
H 1.930 -3.509 -0.108
H 2.236 -3.491 -3.237
N 4.402 2.805 1.772
C -4.298 -1.633 -1.320
H 0.028 -0.869 4.731
H 3.673 0.051 -4.162
C 2.074 -0.887 0.235
C -0.035 -4.926 2.249
H -0.516 -2.515 5.021
H 5.833 0.126 -0.361
C 2.467 -2.472 -2.923
C -2.958 3.681 -0.709
H 3.652 1.678 -4.837
C -3.049 2.731 -1.892
C 0.498 -2.419 1.065
H 6.452 3.265 1.890
H 1.577 3.150 -4.435
C 3.019 0.862 -4.487
H -2.559 2.772 -4.010
C -3.035 -1.915 -2.119
H 1.526 2.885 4.968
C -3.339 -1.973 -3.608
H 2.713 1.951 -2.652
C -3.591 -2.746 1.291
H -0.232 -5.879 2.721
C 0.928 -4.811 1.254
H -3.411 -1.967 5.706
H -3.129 -4.014 -1.666
O -1.764 0.570 -3.891
C 3.515 3.783 1.567
C -2.389 -3.214 -1.656
H 5.184 -1.219 1.639
Tl -0.174 1.279 1.067
H -4.434 -2.764 0.595
P -1.606 0.454 -2.447
C -4.010 -0.258 1.568
S 2.207 3.580 0.516
C 3.824 0.249 -1.075
H -3.620 4.530 -0.879
C 5.631 2.951 2.542
H -5.071 -2.352 -1.591
H -4.100 -1.718 -0.251
N 0.778 -1.205 0.425
Cl -0.618 2.603 4.059
C 4.797 -0.131 -0.183
H 0.495 2.805 -3.086
H 2.855 -1.865 1.996
H -3.972 -3.041 2.267
H -0.053 -0.771 -4.627
H -1.939 4.055 -0.593
H -1.531 -3.900 3.357
H -3.261 3.184 0.215
H -4.744 1.638 -1.129
H -3.330 4.236 -3.381
H 5.614 5.733 2.425
H 1.499 -1.421 -5.172
O -0.064 0.480 -1.906
Cl 1.828 1.047 3.534
H -2.425 -2.075 -4.190
H -4.505 1.491 -2.890
H 4.703 3.565 4.372
C 1.204 -1.617 -3.031
C -0.753 -3.803 2.614
C -3.213 -2.136 4.644
H 0.202 -2.516 -4.721
H -1.021 -1.225 6.119
O -2.051 -0.876 -1.759
H -2.520 -1.167 0.328
H 4.567 5.944 3.831
H -2.871 -3.495 0.967
H -5.162 2.983 -2.200
H -2.974 -3.193 4.529
P 1.424 0.048 -2.303
C -0.819 -1.469 5.073
H -2.396 -0.193 4.407
C -0.513 -2.553 2.035
H 4.281 1.973 1.215
H 1.481 -5.686 0.931
H -1.565 -3.491 -2.317
C 1.181 -3.587 0.672
C 4.425 -0.906 0.931
C -2.970 -1.351 1.313
```

---

An isolated molecule of C5H5NO, computed with ωB97M-V/def2-TZVPD.

LUMO level (spin up / spin down)	0.33 / 0.33	eV
relative energy (zero: lowest compared OMol25 entry of this formula, charge and spin)	6.257	eV
net charge	0
HOMO-LUMO gap (spin up / spin down)	8.671 / 8.670	eV

XYZ file:
```
12
C5H5NO (ωB97M-V/def2-TZVPD)
C -0.161 0.233 -0.771
C 1.791 -0.249 0.423
H -0.377 2.006 -0.160
H -3.226 -0.747 -0.348
H 2.353 -1.050 -0.052
H 0.064 -0.316 -1.679
H 2.299 0.710 0.496
C -1.051 -0.348 0.241
N -0.270 -0.724 1.721
O -0.109 1.556 -0.975
C 0.872 -0.575 1.365
C -2.187 -0.494 -0.261
```

---

A structure of composition C2H6N2Si at a distorted geometry, computed with ωB97M-V/def2-TZVPD.

LUMO level	-0.91	eV
relative energy (zero: lowest compared OMol25 entry of this formula, charge and spin)	5.578	eV
net charge	0
HOMO-LUMO gap	7.429	eV

XYZ file:
```
11
C2H6N2Si (ωB97M-V/def2-TZVPD)
H -2.318 1.834 -0.426
H -0.894 0.940 1.905
N -1.699 1.073 -0.204
C -1.685 -0.742 0.600
H 3.404 0.825 -1.108
Si 3.273 0.182 0.126
H -1.732 -1.676 1.012
H 3.838 -1.255 -0.239
N -2.369 -0.144 -0.451
C -1.232 0.468 1.039
H -2.231 -0.587 -1.400
```

---

The ion C6H16OPS with charge +1 at a distorted geometry, computed with ωB97M-V/def2-TZVPD.

LUMO level	-3.49	eV
net charge	+1
HOMO-LUMO gap	9.698	eV

XYZ file:
```
25
C6H16OPS (ωB97M-V/def2-TZVPD)
H 1.902 -2.359 -0.907
H -3.260 0.740 1.696
C -3.523 1.252 0.770
H 2.924 0.781 -1.412
H -3.718 0.527 -0.023
H 2.554 0.669 1.592
C 2.523 1.233 0.661
C 0.848 -2.116 -1.053
P 0.799 -0.279 -1.122
H 1.721 1.971 0.683
H 3.449 1.803 0.612
H -0.008 0.956 1.360
S -0.618 0.284 0.373
H 0.595 -2.454 -2.057
H -0.799 2.504 -0.576
C 2.455 0.301 -0.554
C 0.014 -2.894 -0.009
H -0.533 -2.264 0.685
C -1.523 1.708 -0.424
H 0.668 -3.526 0.588
O -2.496 2.172 0.397
H -1.879 1.312 -1.379
H -4.422 1.836 0.940
H 3.023 -0.604 -0.338
H -0.695 -3.554 -0.503
```

---

A structure of composition C15H17N3NiO2SeSi, computed with ωB97M-V/def2-TZVPD.

LUMO level (spin up / spin down)	-0.44 / -0.47	eV
net charge	0
HOMO-LUMO gap (spin up / spin down)	7.402 / 7.379	eV

XYZ file:
```
40
C15H17N3NiO2SeSi (ωB97M-V/def2-TZVPD)
C 3.962 1.574 -2.464
H -0.764 -1.916 1.403
N 0.366 -0.229 1.678
C -0.491 -1.152 2.117
H -2.390 0.795 1.215
H -3.561 0.119 -2.822
H 1.824 -1.587 -2.613
H 3.431 -1.105 -4.463
H -2.712 -3.178 -0.045
H -1.703 -1.870 3.723
C 0.783 0.737 2.510
C 2.463 -0.716 -2.603
C -2.956 0.781 0.281
C 1.846 1.663 1.946
C 2.883 2.032 -0.212
N 2.012 1.378 0.620
H -4.012 0.908 0.529
H -4.265 -2.411 0.300
H -3.590 -1.644 -2.835
C -0.608 -0.086 4.250
H 4.516 2.494 -2.348
O 3.431 3.099 -0.073
C 0.311 0.851 3.802
C -3.767 -0.764 -2.217
H -1.005 -0.027 5.254
C -1.002 -1.112 3.403
Se -0.591 -0.897 -1.531
N 2.335 0.092 -1.549
C 3.071 1.211 -1.475
C 3.350 -0.427 -3.625
C 4.103 0.735 -3.557
O 2.421 2.453 2.656
H -2.917 -2.167 1.392
H 4.795 0.982 -4.351
Ni 1.070 -0.096 -0.106
Si -2.683 -0.788 -0.698
C -3.183 -2.273 0.340
H -4.823 -0.750 -1.938
H -2.640 1.639 -0.315
H 0.688 1.654 4.418
```

---

A cluster of 3 separate species, C18H38BN2O4 in total, computed with ωB97M-V/def2-TZVPD.

LUMO level	2.75	eV
net charge	-1
HOMO-LUMO gap	7.203	eV

XYZ file:
```
63
C18H38BN2O4 (ωB97M-V/def2-TZVPD)
H 3.766 -2.858 6.475
C 3.076 -1.365 5.121
H 3.534 -1.910 4.289
C -2.586 1.028 0.338
C 1.176 1.488 -7.605
H -0.883 -1.895 0.411
H -3.154 -1.026 0.652
C -1.848 0.677 -3.235
C 2.821 -2.351 6.256
H 0.682 -0.601 7.232
H 1.577 -1.795 -0.103
O -0.202 1.184 -7.536
H -0.991 -1.222 3.026
C 0.921 -1.437 3.954
H 1.656 0.962 -8.437
O -0.954 -0.143 4.768
H -1.240 -1.354 -3.511
H 1.509 -0.103 5.361
H -2.207 2.531 -4.938
C -1.046 -0.832 0.313
H -2.033 0.161 -5.979
H 0.063 1.662 5.000
H 0.209 0.658 -5.057
N -0.205 -0.259 -4.955
H -2.720 0.665 -3.904
C 0.047 0.013 0.081
H 0.012 -0.295 -2.889
O 2.415 -1.740 7.471
B 1.561 -0.569 -0.005
C -1.348 2.768 -4.302
C -0.952 1.263 4.886
H -1.469 -1.520 -6.026
H 2.136 -0.256 1.042
H 0.592 2.075 -0.200
C -0.798 -0.358 -3.619
H 0.458 -2.360 7.124
H -1.161 -0.497 -8.190
H 2.102 -3.128 5.970
H 1.336 -1.868 3.039
O -1.334 1.991 -3.128
H -0.429 2.651 -4.886
H 2.185 -0.090 -0.947
H -1.531 1.519 5.774
C -0.220 1.389 -0.008
H -2.205 0.415 -2.237
H -3.590 1.421 0.418
C -2.341 -0.337 0.458
H -1.689 2.948 -0.034
H 3.817 -0.641 5.470
H 1.696 1.234 -6.676
H 0.796 -1.595 8.689
H -1.417 1.733 4.014
C -1.513 1.890 0.101
C -1.139 -0.476 -6.048
H 0.436 -0.792 -7.480
N 1.940 -0.619 4.604
C 1.019 -1.565 7.621
H 0.580 -2.259 4.603
H 0.007 0.226 2.947
H 1.264 2.560 -7.773
C -0.286 -0.608 3.587
C -0.481 -0.204 -7.383
H -1.417 3.816 -4.003
```

---

An isolated molecule of C6H13N at a distorted geometry, computed with ωB97M-V/def2-TZVPD.

LUMO level	1.14	eV
relative energy (zero: lowest compared OMol25 entry of this formula, charge and spin)	0.508	eV
SMILES string	C[C@H]1CCCN1C
net charge	0
HOMO-LUMO gap	9.130	eV

XYZ file:
```
20
C6H13N (ωB97M-V/def2-TZVPD)
C -1.462 -0.252 1.533
H 0.564 2.073 0.090
H 0.180 1.677 1.762
H -1.869 -0.894 -1.670
C 0.450 1.245 0.796
H 1.784 -1.277 -0.888
C -0.805 -0.787 -1.876
H -2.323 -0.855 1.199
H 1.640 0.288 -1.561
C -0.764 0.381 0.351
C 1.283 -0.317 -0.709
C 1.634 0.316 0.631
H 2.591 0.779 0.850
H -0.347 -1.636 -2.377
H 1.571 -0.531 1.331
N -0.144 -0.524 -0.625
H -2.017 0.547 2.029
H -1.461 1.046 -0.172
H -0.755 0.088 -2.554
H -0.914 -0.914 2.195
```

---

A cluster of 2 separate species, CH3NO3 in total at a distorted geometry, computed with ωB97M-V/def2-TZVPD.

LUMO level	0.09	eV
relative energy (zero: lowest compared OMol25 entry of this formula, charge and spin)	4.879	eV
net charge	0
HOMO-LUMO gap	8.275	eV

XYZ file:
```
8
CH3NO3 (ωB97M-V/def2-TZVPD)
H 0.077 -2.092 0.168
O -0.722 0.014 -0.143
C -0.713 1.097 -0.566
O 0.951 -1.859 0.813
N -0.850 2.228 -0.975
H 0.469 -1.756 1.750
H -0.460 2.884 -1.646
O 1.248 -0.515 0.599
```

---

An isolated molecule of C6H7NO at a distorted geometry, computed with ωB97M-V/def2-TZVPD.

LUMO level	0.91	eV
relative energy (zero: lowest compared OMol25 entry of this formula, charge and spin)	3.556	eV
SMILES string	C#C[C@@H]1C(=O)CN1C
net charge	0
HOMO-LUMO gap	10.094	eV

XYZ file:
```
15
C6H7NO (ωB97M-V/def2-TZVPD)
H -0.249 2.298 -0.683
H -1.633 0.495 -1.140
C 0.433 1.501 -0.301
O -1.529 -2.225 -0.322
C -1.203 -1.193 0.098
H -0.253 -0.884 1.882
H 0.981 0.958 -1.042
C 1.247 -1.139 0.372
N -0.382 0.730 0.594
H 1.234 2.034 0.299
C 2.326 -1.382 -0.182
C -1.648 0.269 -0.083
C -0.038 -0.680 0.827
H -2.566 0.699 0.381
H 3.280 -1.480 -0.699
```

---

A cluster of 2 separate species, CH2N2O3 in total at a distorted geometry, computed with ωB97M-V/def2-TZVPD.

LUMO level	-0.15	eV
relative energy (zero: lowest compared OMol25 entry of this formula, charge and spin)	3.524	eV
SMILES string	O=C=NO.N=O
net charge	0
HOMO-LUMO gap	9.290	eV

XYZ file:
```
8
CH2N2O3 (ωB97M-V/def2-TZVPD)
O 1.380 1.092 0.236
O -1.270 -1.671 -0.464
N 2.266 0.323 0.195
H 3.083 0.673 0.882
H -0.916 -2.295 0.133
N -1.091 -0.428 -0.004
O -1.930 1.693 -0.608
C -1.522 0.613 -0.370
```

---

Computed values of calculated total energy (unit: Ha) for the preceding records, in sequence: -8138.2094; -3869.4514; -4428.6153; -323.2898; -478.5803; -1052.6816; -5095.9094; -1143.8938; -291.1401; -320.1633; -362.6828; -374.3496.